Entry from the OMol25 dataset: 2 unconnected molecules or ions with the total composition C4H6BF3O2 in a non-equilibrium geometry (the ωB97M-V functional and the def2-TZVPD basis).

Computed properties:
- Energy above the lowest of the compared OMol25 structures with the same formula, charge and spin: 1.473 eV
- Orbital gap: 9.5647 eV
- E_HOMO: -9.57 eV

Geometry (Å):
B1 -0.34293 0.14179 1.34544
C1 -0.94382 0.80185 -1.40965
C2 -1.19228 -0.73925 -1.22640
C3 -0.26262 0.04143 -0.29094
C4 1.92149 -0.03545 -0.48622
O1 -1.51965 0.43930 1.87778
O2 0.76214 -0.36266 1.93121
F1 2.62666 0.83031 0.25630
F2 2.38107 -1.29388 -0.12584
F3 2.19459 0.08977 -1.81870
H1 -0.33889 1.19003 -2.31250
H2 -1.77458 1.44999 -1.20017
H3 -2.02394 -1.12364 -0.48679
H4 -0.64229 -1.45513 -1.85767
H5 -1.56106 0.47029 2.91811
H6 0.71612 -0.44474 2.88602